{"formula": "C9H14", "method": "ωB97M-V/def2-TZVPD", "symbols": ["C", "C", "C", "C", "C", "C", "C", "H", "H", "H", "H", "H", "H", "H", "H", "C", "C", "H", "H", "H", "H", "H", "H"], "positions_angstrom": [[-0.330, 1.703, -0.073], [-2.388, -0.221, 2.458], [-2.222, -1.533, 1.976], [-1.761, 0.782, 1.761], [-1.004, 0.539, 0.606], [-1.464, -1.804, 0.874], [-0.950, -0.740, 0.103], [-3.000, -0.093, 3.341], [-2.526, -2.301, 2.673], [-1.958, 1.822, 1.993], [-1.258, -2.825, 0.606], [0.736, 1.691, 0.176], [-0.903, 2.606, 0.141], [-0.576, -0.941, -0.891], [-0.261, 1.667, -1.170], [2.618, 0.683, -1.993], [2.342, -0.819, -1.656], [1.843, 1.040, -2.673], [2.608, 1.347, -1.124], [3.621, 0.827, -2.392], [1.596, -1.180, -2.358], [1.989, -0.843, -0.641], [3.249, -1.406, -1.739]], "nbo_charge": [-0.634, -0.206, -0.224, -0.208, -0.022, -0.206, -0.210, 0.215, 0.207, 0.204, 0.212, 0.225, 0.218, 0.211, 0.217, -0.613, -0.615, 0.202, 0.199, 0.207, 0.203, 0.210, 0.207], "e_homo_ev": -9.05, "smiles": "Cc1ccccc1.CC", "relative_energy_kcal_mol": 15.0, "e_tot_ev": -9559.530, "charge": 0, "orbital_gap_ev": 10.1, "molar_mass_g_mol": 122.21}



{"formula": "C9H14", "method": "ωB97M-V/def2-TZVPD", "symbols": ["C", "C", "H", "H", "H", "H", "H", "H", "C", "C", "C", "C", "C", "C", "C", "H", "H", "H", "H", "H", "H", "H", "H"], "positions_angstrom": [[1.960, -1.549, 2.052], [2.915, -0.863, 1.078], [2.512, -2.273, 2.651], [1.565, -0.713, 2.638], [1.135, -2.055, 1.569], [3.417, 0.022, 1.440], [3.635, -1.570, 0.658], [2.360, -0.519, 0.191], [-0.865, 2.682, -1.496], [-1.938, 0.459, -1.846], [-1.264, 1.331, -1.034], [-2.238, -0.812, -1.316], [-0.794, 0.914, 0.241], [-1.775, -1.274, -0.097], [-0.904, -0.402, 0.597], [-2.187, 0.538, -2.894], [-2.798, -1.511, -1.932], [-1.566, 3.519, -1.424], [-0.562, 2.616, -2.546], [-0.312, 1.593, 0.925], [-1.970, -2.318, 0.094], [-0.313, -0.872, 1.368], [-0.015, 3.055, -0.917]], "nbo_charge": [-0.608, -0.612, 0.207, 0.203, 0.201, 0.206, 0.201, 0.206, -0.630, -0.229, -0.015, -0.185, -0.225, -0.240, -0.193, 0.217, 0.201, 0.222, 0.217, 0.213, 0.217, 0.213, 0.212], "e_homo_ev": -8.98, "smiles": "Cc1ccccc1.CC", "relative_energy_kcal_mol": 19.8, "e_tot_ev": -9559.324, "charge": 0, "orbital_gap_ev": 10.0, "molar_mass_g_mol": 122.21}



{"formula": "C9H14", "method": "ωB97M-V/def2-TZVPD", "symbols": ["C", "C", "H", "H", "H", "H", "H", "H", "C", "C", "C", "C", "C", "C", "C", "H", "H", "H", "H", "H", "H", "H", "H"], "positions_angstrom": [[2.731, 0.699, -0.570], [4.110, 1.157, -1.033], [3.068, -0.107, 0.109], [1.901, 1.368, -0.201], [2.286, 0.261, -1.485], [4.350, 1.792, -1.872], [4.546, 0.323, -1.332], [4.724, 1.451, -0.101], [-0.548, -0.143, 2.107], [-2.999, -0.798, -1.208], [-2.889, 0.460, -0.735], [-2.446, -1.892, -0.537], [-2.146, 0.727, 0.392], [-1.725, -1.591, 0.561], [-1.490, -0.321, 1.024], [-3.444, -1.037, -2.197], [-3.468, 1.289, -1.181], [-2.623, -2.899, -0.920], [-2.261, 1.725, 0.884], [-1.082, -2.349, 1.088], [-0.222, 0.939, 2.193], [0.432, -0.628, 1.914], [-0.804, -0.425, 3.101]], "nbo_charge": [-0.616, -0.596, 0.208, 0.214, 0.201, 0.206, 0.194, 0.188, -0.632, -0.215, -0.225, -0.210, -0.191, -0.193, -0.051, 0.210, 0.215, 0.219, 0.211, 0.201, 0.214, 0.222, 0.225], "e_homo_ev": -9.00, "smiles": "Cc1ccccc1.CC", "relative_energy_kcal_mol": 36.0, "e_tot_ev": -9558.621, "charge": 0, "orbital_gap_ev": 10.0, "molar_mass_g_mol": 122.21}



{"formula": "C9H14", "method": "ωB97M-V/def2-TZVPD", "symbols": ["C", "C", "C", "C", "C", "C", "C", "H", "H", "H", "H", "H", "H", "H", "H", "C", "C", "H", "H", "H", "H", "H", "H"], "positions_angstrom": [[-0.234, -0.964, -1.690], [-2.184, -0.679, 2.115], [-1.135, -1.584, 1.932], [-2.552, 0.190, 1.119], [-0.561, -1.620, 0.662], [-1.924, 0.164, -0.126], [-0.892, -0.744, -0.355], [-2.714, -0.779, 3.051], [-0.701, -2.180, 2.719], [-3.267, 0.979, 1.301], [0.177, -2.369, 0.531], [-2.386, 0.740, -0.920], [-0.245, -2.011, -2.001], [0.771, -0.551, -1.674], [-0.763, -0.522, -2.540], [2.410, 0.938, -0.072], [2.305, 2.080, -1.073], [2.257, -0.106, -0.356], [3.311, 0.795, 0.533], [1.648, 1.142, 0.684], [1.256, 2.194, -1.349], [2.525, 2.951, -0.534], [2.900, 1.938, -1.958]], "nbo_charge": [-0.639, -0.227, -0.198, -0.200, -0.215, -0.218, -0.013, 0.210, 0.214, 0.211, 0.202, 0.212, 0.220, 0.224, 0.215, -0.619, -0.607, 0.200, 0.205, 0.207, 0.204, 0.209, 0.204], "e_homo_ev": -9.08, "smiles": "Cc1ccccc1.CC", "relative_energy_kcal_mol": 15.6, "e_tot_ev": -9559.503, "charge": 0, "orbital_gap_ev": 10.1, "molar_mass_g_mol": 122.21}